Entry 1:
Computed, not measured: 2 unconnected molecules or ions with the total composition C2H5OP at a distorted geometry, with ωB97M-V/def2-TZVPD.

The total energy comes out at -495.690638 Ha. As for the structure (SMILES): C=O.C=P. The net charge is 0. The calculation puts the HOMO-LUMO gap at 0.37206 Ha. For the energy above the lowest of the compared OMol25 structures with the same formula, charge and spin, the calculation gives 236.0 kJ/mol. As for the highest occupied orbital energy: -9.96 eV. The value obtained for the LUMO energy is 0.17 eV.

Each line ends with the Mulliken charge.
Positions of all 9 atoms, in Å:
C: -3.237 -0.225 -0.034  0.027
O: -3.187 0.922 -0.317  -0.325
H: -4.183 -0.900 -0.362  0.209
H: -2.266 -0.734 0.254  0.071
C: 1.715 1.354 -0.311  -0.491
P: 0.563 0.253 0.089  -0.041
H: 2.397 1.174 -1.063  0.288
H: 2.123 2.087 0.362  0.246
H: 0.125 0.775 1.311  0.015

Force components x, y, z for each atom (eV/Å):
C -0.2 -2.4 -1.7
O -0.4 1.4 0.2
H 1.7 1.2 1.2
H -1.0 -0.1 0.3
C -0.1 0.0 2.1
P -0.3 -0.4 -0.7
H 0.9 -0.4 -2.1
H -0.4 0.5 0.3
H -0.1 0.4 0.4

---

Entry 2:
Computed, not measured: C2H5OP in the gas phase at a distorted geometry, with ωB97M-V/def2-TZVPD.

The total energy comes out at -495.678802 Ha. The net charge is 0. The calculation puts the HOMO-LUMO gap (alpha / beta) at 0.28381 / 0.28384 Ha. For the energy above the lowest of the compared OMol25 structures with the same formula, charge and spin, the calculation gives 267.1 kJ/mol. As for the highest occupied orbital energy (alpha / beta): -8.37 / -8.37 eV. The value obtained for the LUMO energy (alpha / beta) is -0.65 / -0.65 eV.

Each line ends with the Mulliken charge.
Positions of all 9 atoms, in Å:
C: -0.785 -0.969 -1.308  -0.756
C: 0.401 1.174 1.752  -0.773
O: 1.649 0.069 -0.385  -0.555
P: 0.316 0.236 0.180  0.630
H: -1.503 -0.344 -1.798  0.311
H: 0.207 -1.245 -1.865  0.263
H: 1.375 1.379 1.977  0.290
H: -0.456 1.501 2.234  0.291
H: -1.205 -1.801 -0.786  0.299

Force components x, y, z for each atom (eV/Å):
C 3.1 1.0 1.4
C -2.9 -3.5 -5.1
O 1.5 -0.4 -1.0
P -0.3 1.2 2.4
H -0.2 0.2 -0.3
H -2.1 0.8 1.0
H 2.4 0.6 0.4
H -1.3 0.5 0.9
H -0.3 -0.4 0.3

---

Entry 3:
Computed, not measured: C2H5OP in the gas phase at a distorted geometry, with ωB97M-V/def2-TZVPD.

The total energy comes out at -495.704330 Ha. As for the structure (SMILES): C=POC. The net charge is 0. The calculation puts the HOMO-LUMO gap (alpha / beta) at 0.29368 / 0.30447 Ha. For the energy above the lowest of the compared OMol25 structures with the same formula, charge and spin, the calculation gives 200.1 kJ/mol. As for the highest occupied orbital energy (alpha / beta): -7.92 / -8.39 eV. The value obtained for the LUMO energy (alpha / beta) is 0.07 / -0.10 eV.

Each line ends with the Mulliken charge.
Positions of all 9 atoms, in Å:
C: 0.001 0.117 -2.356  -0.677
P: 0.883 0.576 -0.632  0.161
O: -0.213 -0.130 0.369  -0.223
C: -0.077 -0.138 1.768  -0.575
H: 0.484 0.463 -3.241  0.294
H: -0.908 -0.438 -2.324  0.288
H: 0.662 0.585 2.123  0.289
H: 0.219 -1.138 2.097  0.231
H: -1.050 0.105 2.196  0.213

Force components x, y, z for each atom (eV/Å):
C 3.0 1.6 5.6
P -3.0 -1.6 -4.7
O 0.1 0.2 -0.8
C 0.1 -0.1 0.4
H 0.1 0.1 -0.5
H -0.4 -0.3 -0.1
H 0.0 0.0 0.0
H 0.0 0.1 0.0
H 0.1 0.0 0.0

---

Entry 4:
Computed, not measured: 2 unconnected molecules or ions with the total composition C2H5OPS at a distorted geometry, with ωB97M-V/def2-TZVPD.

The total energy comes out at -893.857016 Ha. The net charge is 0. The calculation puts the HOMO-LUMO gap (alpha / beta) at 0.29480 / 0.27352 Ha. For the energy above the lowest of the compared OMol25 structures with the same formula, charge and spin, the calculation gives 304.0 kJ/mol. As for the highest occupied orbital energy (alpha / beta): -8.44 / -7.39 eV. The value obtained for the LUMO energy (alpha / beta) is -0.42 / 0.06 eV.

Each line ends with the Mulliken charge.
Positions of all 10 atoms, in Å:
C: -1.312 -1.048 -1.612  0.016
C: 1.611 0.484 0.479  -1.010
O: -0.729 -1.713 -2.410  -0.299
P: -0.053 1.256 0.256  0.080
S: -1.060 0.297 1.745  -0.230
H: -2.089 -1.445 -1.078  0.253
H: 2.168 1.114 1.205  0.341
H: 1.949 0.749 -0.458  0.326
H: 1.703 -0.578 0.338  0.382
H: -2.189 0.885 1.536  0.142

Force components x, y, z for each atom (eV/Å):
C 3.5 0.2 -2.7
C -1.1 1.1 0.6
O -0.5 1.0 0.8
P 0.1 0.0 -0.7
S 0.8 -1.3 1.1
H -2.7 -0.9 2.1
H -0.1 -1.2 -0.1
H 1.4 1.1 -2.2
H 0.0 -0.7 1.3
H -1.3 0.7 -0.2

---

Entry 5:
Computed, not measured: C2H5OPS in the gas phase at a distorted geometry, with ωB97M-V/def2-TZVPD.

The total energy comes out at -893.864729 Ha. As for the structure (SMILES): C=[P@@H]1S[C@H]1O. The net charge is 0. The calculation puts the HOMO-LUMO gap at 0.31784 Ha. For the energy above the lowest of the compared OMol25 structures with the same formula, charge and spin, the calculation gives 283.8 kJ/mol. As for the highest occupied orbital energy: -8.01 eV. The value obtained for the LUMO energy is 0.64 eV.

Each line ends with the Mulliken charge.
Positions of all 10 atoms, in Å:
C: -1.916 -0.860 0.080  -0.836
P: -0.443 -0.150 -0.288  0.370
S: 1.257 -1.316 -0.089  -0.187
C: 1.158 0.503 0.372  -0.137
O: 2.068 1.418 -0.116  -0.443
H: -2.966 -0.407 -0.033  0.251
H: -2.126 -1.341 1.025  0.260
H: -0.591 0.334 -1.550  0.062
H: 1.187 0.749 1.519  0.333
H: 2.372 1.070 -0.920  0.326

Force components x, y, z for each atom (eV/Å):
C -2.1 0.7 0.9
P -0.4 -0.8 0.3
S 0.0 0.6 0.1
C -0.3 0.8 3.4
O -0.8 0.2 0.8
H 2.0 0.1 -0.9
H 1.1 -0.6 0.4
H 0.2 0.5 -0.9
H -0.5 -1.1 -2.0
H 0.9 -0.4 -2.1

---

Entry 6:
Computed, not measured: C2H5P in the gas phase at a distorted geometry, with ωB97M-V/def2-TZVPD.

The total energy comes out at -420.422532 Ha. As for the structure (SMILES): C=PC. The net charge is 0. The calculation puts the HOMO-LUMO gap (alpha / beta) at 0.30450 / 0.29890 Ha. For the energy above the lowest of the compared OMol25 structures with the same formula, charge and spin, the calculation gives 215.4 kJ/mol. As for the highest occupied orbital energy (alpha / beta): -8.76 / -8.21 eV. The value obtained for the LUMO energy (alpha / beta) is -0.47 / -0.08 eV.

Each line ends with the Mulliken charge.
Positions of all 8 atoms, in Å:
C: 1.293 -1.172 0.703  -0.691
P: 1.275 0.556 -0.414  0.096
C: -0.297 1.148 0.166  -0.852
H: 2.003 -1.871 0.957  0.367
H: 0.259 -1.519 0.893  0.200
H: -1.086 0.334 0.021  0.266
H: -0.241 1.193 1.205  0.336
H: -0.709 2.104 -0.382  0.278

Force components x, y, z for each atom (eV/Å):
C -3.1 4.9 -3.0
P 1.8 -4.3 2.2
C -3.2 -0.1 -2.4
H 2.1 -1.1 0.1
H 0.6 0.4 0.2
H 0.8 1.0 -0.1
H 0.0 0.9 1.8
H 1.1 -1.8 1.3

---

Entry 7:
Computed, not measured: 2 unconnected molecules or ions with the total composition C2H5PS at a distorted geometry, with ωB97M-V/def2-TZVPD.

The total energy comes out at -818.594282 Ha. The net charge is 0. The calculation puts the HOMO-LUMO gap (alpha / beta) at 0.29712 / 0.26061 Ha. For the energy above the lowest of the compared OMol25 structures with the same formula, charge and spin, the calculation gives 272.0 kJ/mol. As for the highest occupied orbital energy (alpha / beta): -8.55 / -8.44 eV. The value obtained for the LUMO energy (alpha / beta) is -0.46 / -1.35 eV.

Each line ends with the Mulliken charge.
Positions of all 9 atoms, in Å:
C: -1.585 0.018 0.342  -0.190
C: -1.303 1.175 -0.121  -0.200
P: 1.506 -0.937 -0.068  -0.027
S: 1.525 1.052 -0.045  -0.238
H: -2.579 -0.373 0.539  0.234
H: -0.800 -0.718 0.569  -0.065
H: -1.532 2.139 -0.479  0.362
H: 2.048 -1.210 -1.334  0.058
H: 2.719 -1.146 0.597  0.066

Force components x, y, z for each atom (eV/Å):
C -0.4 -0.6 0.2
C 2.1 -0.7 0.4
P 0.2 -0.8 -0.1
S -1.6 1.6 -0.2
H -0.2 0.3 -0.1
H 0.1 0.1 0.0
H -0.2 0.6 -0.2
H 0.0 -0.2 -0.3
H 0.1 -0.3 0.4

---

Entry 8:
Computed, not measured: C2H5PS in the gas phase at a distorted geometry, with ωB97M-V/def2-TZVPD.

The total energy comes out at -818.641208 Ha. As for the structure (SMILES): CC(P)=S. The net charge is 0. The calculation puts the HOMO-LUMO gap at 0.28120 Ha. For the energy above the lowest of the compared OMol25 structures with the same formula, charge and spin, the calculation gives 148.8 kJ/mol. As for the highest occupied orbital energy: -8.53 eV. The value obtained for the LUMO energy is -0.88 eV.

Each line ends with the Mulliken charge.
Positions of all 9 atoms, in Å:
C: 0.308 0.880 0.088  -0.937
C: 1.216 -0.163 -0.038  0.195
P: 0.888 -1.854 0.382  -0.025
S: 3.009 0.311 -0.402  -0.242
H: -0.084 0.850 1.090  0.315
H: 0.704 1.914 -0.171  0.327
H: -0.639 0.661 -0.628  0.268
H: -0.517 -1.868 0.094  0.045
H: 1.425 -2.241 -0.729  0.053

Force components x, y, z for each atom (eV/Å):
C -3.6 2.9 -2.1
C 7.3 0.2 -1.1
P -1.4 0.9 2.9
S -4.8 -1.6 0.9
H -0.5 0.3 0.6
H -0.4 -1.5 0.4
H 1.9 0.5 1.6
H 0.5 -0.2 -0.3
H 1.0 -1.5 -2.8

---

Which value of net charge does entry 5 give? 0